{"formula": "C21H31N6O10", "method": "ωB97M-V/def2-TZVPD", "symbols": ["N", "O", "O", "O", "C", "C", "C", "C", "C", "C", "N", "O", "O", "H", "H", "H", "H", "H", "C", "C", "C", "C", "C", "C", "N", "O", "O", "H", "H", "H", "H", "H", "C", "O", "N", "C", "C", "H", "H", "H", "H", "H", "H", "H", "C", "O", "N", "C", "C", "H", "H", "H", "H", "H", "H", "H", "C", "O", "N", "C", "C", "H", "H", "H", "H", "H", "H", "H"], "xyz": [[-0.412472, -0.824406, -0.512090], [-0.312493, 0.352689, -0.269764], [-1.468568, -1.395330, -0.892423], [0.534213, -1.663632, -0.215138], [-5.324371, 1.138114, 0.057189], [-3.929691, 0.913174, -0.488984], [-2.846950, 1.988048, -0.096424], [-3.345514, 3.080905, 0.904249], [-4.772820, 3.152834, 1.437258], [-5.687789, 2.062199, 1.010742], [-2.359479, 4.138617, 1.435515], [-2.643244, 4.707277, 2.565315], [-1.396788, 4.366538, 0.772085], [-5.966129, 0.305248, -0.330594], [-3.683258, 0.256625, -1.210761], [-1.773365, 2.006025, -0.300588], [-4.993121, 3.841962, 2.058572], [-6.851328, 1.995311, 1.101231], [-1.074098, 1.838069, -4.933106], [-0.712667, 0.861547, -3.795022], [0.032803, -0.480438, -4.113595], [0.030770, -0.854542, -5.575727], [-0.277965, 0.129373, -6.677778], [-0.942925, 1.487116, -6.244704], [0.664515, -2.252873, -5.942807], [1.325486, -2.823396, -5.029569], [0.634624, -2.564247, -7.003022], [-1.252289, 2.826043, -4.632802], [-0.625006, 1.251645, -2.798260], [0.440112, -1.158045, -3.264104], [-0.015768, -0.234136, -7.583208], [-1.180915, 2.201665, -7.139145], [-2.039578, -0.863201, 4.955448], [-2.209283, -1.460084, 6.079105], [-2.705918, -1.281472, 3.829218], [-2.253759, -0.836709, 2.528233], [-3.639346, -2.390393, 3.727101], [-1.163499, -0.237561, 4.832953], [-2.930931, -0.889066, 1.936021], [-1.314273, -1.198682, 2.264929], [-1.773523, 0.149678, 2.663760], [-3.817333, -2.574883, 2.670465], [-4.624478, -2.142730, 4.238418], [-3.246956, -3.253674, 4.317302], [2.669751, 1.637066, 0.081440], [2.187599, 2.778362, 0.209462], [3.774081, 1.192727, -0.550326], [4.122292, -0.294754, -0.677206], [4.577833, 2.096796, -1.369280], [2.246372, 0.739641, 0.881673], [5.220837, -0.526003, -0.270966], [3.789678, -0.587302, -1.473735], [3.558535, -0.885932, 0.025476], [4.448195, 1.694144, -2.458683], [5.652936, 2.170365, -1.175418], [4.021035, 2.938100, -1.385799], [4.393855, -0.792026, 2.816017], [5.539483, -0.527330, 3.026179], [3.923756, -1.980553, 2.628744], [2.437715, -2.274572, 2.476545], [4.690639, -3.207946, 2.719058], [3.781070, 0.042520, 2.663187], [1.751934, -2.120185, 3.313811], [2.211292, -3.441901, 2.308734], [2.035530, -1.499180, 1.508967], [5.708084, -2.869244, 2.828828], [4.648209, -3.963017, 1.937605], [4.514656, -3.990977, 3.600192]], "forces_ev_per_a": [[0.1881, -5.1737, 1.2850], [0.1688, 1.7875, -0.3039], [-0.1547, 1.5795, -0.5095], [-0.0991, 1.8471, -0.5023], [4.2946, -2.6592, -2.0623], [-0.0839, 7.8866, 5.0127], [-4.9688, 0.3947, 2.6326], [-2.4352, -2.4079, -0.6859], [4.0804, -7.7171, -6.6383], [-0.6198, 2.0544, -0.5417], [-2.2214, 0.1143, 2.4659], [0.6847, -1.7434, -3.4453], [0.4108, 0.1801, -0.1026], [-0.0120, 1.2284, 0.6948], [0.7194, -2.4727, -2.0514], [-0.5475, -0.4030, -0.3322], [-1.6387, 4.6969, 4.2411], [2.3238, 0.8404, 0.8699], [1.6121, -4.2622, 2.6936], [2.8968, -1.8742, -4.4442], [-2.8954, 2.6412, -1.3046], [0.0079, 2.9172, 1.2504], [-1.9032, 0.7110, 8.1325], [2.0367, -2.7189, -3.6245], [1.9101, 4.2189, 10.7049], [-1.5703, 0.9083, -1.1551], [-0.7861, -3.1382, -9.7949], [-0.8120, 1.1540, 0.2699], [-0.3308, -0.1159, 0.3906], [-0.9165, 1.2285, -1.7823], [0.2474, -0.4316, -3.1856], [0.5114, -1.3037, 2.0053], [-1.3070, -4.7828, 2.3933], [0.1423, 2.2050, -2.9661], [0.8054, 0.9195, 0.3306], [8.4686, 3.0756, 8.2926], [-0.7731, 0.0539, 2.4676], [-0.2044, 0.8108, -0.4175], [-7.7614, -0.2932, -7.6306], [1.2162, -2.4044, -1.0992], [-1.4075, 0.6301, -0.2389], [0.0809, -0.3512, 0.2289], [1.0243, -0.1599, -0.6901], [-0.2151, 0.3387, -0.8021], [-1.8092, -0.6530, 4.2045], [1.5057, -2.1766, -1.2704], [1.3759, -1.4447, -0.1370], [4.2187, 4.3799, 10.6792], [-0.1963, -3.9029, -2.6575], [0.7819, 2.0157, -2.5235], [-2.1028, 0.7756, -1.7560], [-2.4139, -3.3082, -9.4331], [-0.6248, 0.2490, 0.6489], [0.6353, 0.6507, 1.5290], [-0.4384, 0.0120, 0.5123], [-1.0230, 3.4107, 0.1854], [0.8430, 1.2696, -0.2585], [3.0635, 0.2420, 0.7608], [-4.4755, -5.5388, -0.0130], [-1.0120, 0.7367, -3.3129], [1.2546, -1.3444, 2.1605], [-2.1615, 1.0105, -0.1916], [0.7345, 0.7251, 0.4286], [1.0739, 2.7818, -0.4233], [0.7177, -2.8881, 2.7660], [0.5510, -0.2392, -0.0040], [-0.4512, 0.8799, -1.0354], [-0.2137, 2.3472, -0.9100]], "largest_force_ev_per_a": 12.289, "homo_ha": -0.214, "orbital_gap_ev": 7.45, "charge": -1, "total_energy_ha": -1899.06850}